1.
Formula: CH3O3PS
Source: the OMol25 dataset
Level of theory: ωB97M-V with the def2-TZVPD basis set

Geometry as ORCA input:
```
! wB97M-V def2-TZVPD RIJCOSX def2/J DEFGRID3
* xyz 0 1
C 0.06985 -0.25057 -0.04316
O 0.76684 -2.11624 -1.63774
O -1.32874 -2.55020 -0.49794
O 1.06843 -2.43976 0.99034
P -0.64601 -2.92352 -1.73512
S 1.39007 -1.55451 -0.12367
H -0.04126 0.04675 1.04534
H 0.33031 0.56396 -0.66612
H -0.77906 -0.52268 -0.48022
*
```

Output
Energy relative to the best compared isomer or geometry (same formula, charge and spin): 1.3623 eV
Orbital gap: 9.4 eV
LUMO: -0.49 eV
Total energy: -1005.14812 Eh

2.
Formula: C3H9NO3
Source: the OMol25 dataset
Level of theory: ωB97M-V with the def2-TZVPD basis set

Geometry as ORCA input:
```
! wB97M-V def2-TZVPD RIJCOSX def2/J DEFGRID3
* xyz 0 1
O 2.40058 0.77898 0.34576
C 1.58398 1.23345 -0.39941
C 0.29564 0.46525 -0.69467
N -0.82253 0.66116 0.24270
C -1.79574 -0.43572 0.00350
O -2.49952 -0.25937 -1.22835
H 1.76558 2.16713 -0.97474
H 0.02048 0.69979 -1.74247
H 0.62584 -0.58052 -0.68698
H -1.26249 1.51049 -0.10189
H -2.63333 -0.33115 0.67419
H -1.15678 -1.30306 0.12312
H -2.05511 -0.61405 -1.99353
O 1.57058 -1.60616 1.90374
H 2.22867 -1.73217 2.60930
H 1.73415 -0.65406 1.91974
*
```

Output
Energy relative to the best compared isomer or geometry (same formula, charge and spin): 2.4568 eV
Orbital gap: 10.4 eV
LUMO: 0.70 eV
SMILES: O=CCNCO.O
Total energy: -400.13120 Eh

3.
Formula: C6H9N
Source: the OMol25 dataset
Level of theory: ωB97M-V with the def2-TZVPD basis set

Geometry as ORCA input:
```
! wB97M-V def2-TZVPD RIJCOSX def2/J DEFGRID3
* xyz 0 1
C 1.48099 0.46090 0.74055
C 0.00372 0.90404 1.04599
C -1.94044 0.31295 -0.54660
C -0.83544 -0.76159 -0.48989
C 0.41914 -1.13631 -1.11279
C 1.40731 -0.46845 -0.43644
H 2.36383 1.24688 0.76740
H 1.63667 -0.58928 1.65355
H -0.75432 0.32500 1.69961
H 0.26907 1.94777 1.25282
H -2.15818 0.63724 -1.65311
H -2.77082 0.01833 -0.01070
H -1.21537 -1.29845 0.48184
H 0.35048 -1.69123 -2.15929
H 2.41852 -0.63535 -1.02404
N -0.67518 0.72756 -0.20891
*
```

Output
Energy relative to the best compared isomer or geometry (same formula, charge and spin): 6.7997 eV
Orbital gap: 9.4 eV
LUMO: 1.07 eV
Total energy: -288.53216 Eh

4.
Formula: C30H72LiN3O22P
Source: the OMol25 dataset
Level of theory: ωB97M-V with the def2-TZVPD basis set

Geometry as ORCA input:
```
! wB97M-V def2-TZVPD RIJCOSX def2/J DEFGRID3
* xyz 1 1
C 1.07978 -3.19210 -2.36470
N 0.98978 -2.36510 -3.65270
C 2.40678 -2.01010 -4.04570
C 0.39378 -3.16410 -4.66470
C 0.06178 -1.11610 -3.39070
C -1.39922 -1.34410 -3.14470
O -2.07922 -0.09410 -2.99870
H 1.36578 -2.63410 -1.39670
H 1.74478 -4.09610 -2.47770
H 0.15878 -3.66210 -2.26470
H 2.41478 -1.26410 -4.67970
H 2.96778 -2.77610 -4.35070
H 2.99378 -1.80910 -3.14170
H -0.43522 -3.79810 -4.49170
H 0.89078 -4.05510 -4.98070
H 0.22778 -2.49510 -5.44470
H -0.01122 -0.55810 -4.20370
H 0.64378 -0.56710 -2.61970
H -1.31322 -1.78910 -2.22170
H -1.86022 -1.96510 -3.93070
H -1.83822 0.32390 -2.07270
C 3.15678 -0.59110 0.45030
N 4.64978 -0.48510 0.22930
C 5.32478 -0.50610 1.55030
C 5.01578 -1.69410 -0.48970
C 4.84078 0.69390 -0.59870
C 6.35778 1.00290 -0.86770
O 6.46278 2.05490 -1.78670
H 2.81678 -1.67910 0.79530
H 2.40478 -0.45110 -0.53570
H 2.71378 0.26390 0.86030
H 6.27178 -0.95910 1.70630
H 4.57978 -0.88910 2.13330
H 5.48678 0.32890 2.04830
H 6.15978 -1.60810 -0.74070
H 4.56078 -1.71810 -1.49370
H 4.70878 -2.70310 0.11630
H 4.32478 1.52790 -0.06170
H 4.31578 0.53990 -1.68670
H 6.85278 0.11090 -1.26670
H 6.86178 1.23490 0.07730
H 6.01078 1.82190 -2.69170
C 2.33878 2.32390 -3.82070
N 1.62878 3.16290 -2.94770
C 1.66778 4.49790 -3.47570
C 0.21178 2.69990 -3.01970
C 2.23378 2.88390 -1.61770
C 1.95178 3.84290 -0.49570
O 2.05778 3.16890 0.72830
H 2.33178 1.29090 -3.47570
H 3.43478 2.42690 -3.63470
H 2.06678 2.35190 -5.02370
H 1.71778 4.73190 -4.50870
H 2.57878 5.10390 -3.34470
H 1.06478 5.28490 -2.96470
H 0.07978 1.73790 -2.58470
H -0.07722 2.54990 -4.01370
H -0.68122 3.27090 -2.44370
H 3.42778 2.56990 -1.60570
H 1.97378 1.82390 -1.34270
H 1.12878 4.11890 -0.57470
H 2.36778 4.82190 -0.45070
H 1.43378 2.37790 0.60430
Li -0.17922 1.31490 2.42430
P -0.50422 0.24590 0.16130
O -1.14222 0.12990 1.49430
O 0.52878 1.26090 0.83330
O -1.35922 0.80190 -0.77070
O 0.25978 -0.94310 -0.06370
C 0.04578 5.33090 5.27230
O -0.74322 5.38890 4.08330
C -0.88522 4.34690 3.10230
O -0.10422 3.37290 3.26130
O -1.71222 4.44990 2.23930
C -1.86122 3.43090 1.29030
H 0.26378 6.06390 5.80030
H 0.92578 4.86790 5.49930
H -0.69222 4.80490 6.00130
H -1.07622 3.39390 0.69130
H -2.73822 3.35090 0.53130
H -2.12922 2.45090 1.84630
C 0.77978 -3.50010 1.24430
O 1.25278 -4.78910 1.71530
C 2.51678 -5.08610 1.51030
O 3.44178 -4.22410 1.30730
O 2.84378 -6.40910 1.86530
C 4.06078 -7.15710 1.50830
H 0.50978 -2.96510 2.06530
H -0.26922 -3.59510 1.05730
H 1.50678 -3.03010 0.55730
H 4.36578 -6.89710 0.46630
H 3.99478 -8.21310 1.82430
H 4.75678 -6.78510 2.07530
C -3.74222 -3.29310 8.85730
O -3.31122 -2.22110 7.94330
C -3.16622 -2.42310 6.62330
O -3.43422 -3.58810 6.21830
O -2.76622 -1.47110 5.92530
C -2.42722 -1.53310 4.55430
H -2.88422 -4.10710 9.00530
H -4.67022 -3.81610 8.41930
H -4.13222 -2.69410 9.76230
H -3.42722 -1.63310 4.19930
H -1.77922 -2.21810 4.21130
H -1.83322 -0.67810 4.10430
C -6.45222 5.75490 -3.59070
O -6.19022 4.63890 -2.57670
C -5.07322 3.99990 -2.60370
O -4.16122 4.37690 -3.25670
O -4.92722 3.05090 -1.69370
C -3.86522 2.17590 -1.75670
H -6.55622 5.40690 -4.52870
H -5.65622 6.46190 -3.54870
H -7.00122 6.49090 -3.19070
H -3.71522 1.42090 -2.64570
H -3.89422 1.60190 -0.84270
H -2.92622 2.64690 -1.77070
C -3.32322 -1.67010 0.77830
O -4.32222 -2.64710 1.23130
C -5.57322 -2.41510 1.27030
O -6.01722 -1.44810 0.67130
O -6.23522 -3.31410 2.10330
C -7.72122 -3.17310 1.88930
H -2.21622 -2.07010 0.92030
H -3.42822 -0.76710 1.38330
H -3.47222 -1.63710 -0.16670
H -7.99122 -3.12310 0.99230
H -8.41422 -2.37010 2.52430
H -8.17022 -4.03410 2.49430
*
```

Output
Energy relative to the best compared isomer or geometry (same formula, charge and spin): 7.0800 eV
Orbital gap: 5.6 eV
LUMO: -3.14 eV
Total energy: -3353.78787 Eh